[1]
31
Properties=species:S:1:pos:R:3:forces:R:3:nbo_charge:R:1 method="wB97M-V/def2-TZVPD" de_lowest_kj_mol=570.1 spin_multiplicity=1 orbital_gap_ev="4.236 / 4.238" charge=0 e_lumo_ha="-0.05368 / -0.05367"
C -0.8583 1.6947 -0.5128 2.5261 0.1887 0.6712 -0.56
C -1.3155 0.2812 -0.7208 -0.6261 -0.5138 -1.7998 0.31
C 0.6587 1.8262 -0.5412 1.8860 -1.8277 1.4499 0.72
C -1.1043 -0.1678 -2.2004 0.8240 2.7098 0.7322 -0.68
C -2.8241 0.1825 -0.4603 2.9353 -0.4662 3.9018 -0.61
C 1.4942 2.8780 -1.2752 0.2116 -6.1242 -1.0874 -0.69
C 0.4461 -1.1275 2.8989 3.1108 -0.1448 -1.2443 -0.40
C 2.7141 -1.6762 1.8485 0.6286 -2.7955 -1.8204 -0.41
N 1.4008 -1.1560 1.6084 -2.1955 -0.1878 4.0832 -0.83
O -0.7936 -3.2421 -1.6279 0.6652 1.0600 -0.1694 -1.30
O -0.6197 -0.5035 0.2666 -1.4249 -0.0323 0.5714 -0.82
O 1.3585 0.9349 0.1390 -1.4768 4.0857 -2.4391 -0.67
P 0.9139 -0.8125 0.1206 0.7120 -1.7543 -1.8409 1.65
H -1.3050 2.4316 -1.1243 -0.6412 0.6057 -0.6836 0.24
H -1.0592 1.8453 0.5279 -0.4160 0.7720 0.8300 0.26
H -0.3066 0.5010 -2.7125 -0.7471 -1.6778 0.6965 0.17
H -2.0275 0.1490 -2.6505 -0.4037 0.0008 -0.6644 0.21
H -1.0571 -1.2373 -2.1936 0.6798 -1.4047 -0.4226 0.34
H -3.1038 -0.7084 -0.8721 -1.0546 -2.5417 -0.8544 0.24
H -3.3669 0.9395 -0.8792 -1.2299 2.1955 -1.0532 0.21
H -2.9386 0.1416 0.6632 -0.3145 0.1284 -1.1424 0.21
H 1.2657 3.7744 -0.9877 -1.7359 5.4274 1.3477 0.23
H 1.3347 2.7135 -2.3560 -0.0192 0.2689 0.3660 0.26
H 2.5230 2.7059 -1.0270 0.5224 -0.2611 -0.0113 0.25
H -0.1865 -0.3069 2.7263 -1.2865 0.6778 -0.0827 0.21
H -0.0475 -2.1051 2.9793 0.1391 0.4995 0.0750 0.23
H 1.0823 -0.8507 3.7923 -0.6035 -0.6584 -1.0356 0.20
H 3.4580 -0.9879 2.1900 0.2605 0.9980 0.0293 0.19
H 2.7044 -2.4754 2.6593 -0.1730 0.5660 -1.3803 0.20
H 3.0532 -2.0985 0.7814 -0.2425 0.5296 2.5391 0.22
H -1.4935 -3.5436 -1.0601 -0.5105 -0.3235 0.4387 0.40

---

[2]
15
Properties=species:S:1:pos:R:3:forces:R:3:nbo_charge:R:1 method="wB97M-V/def2-TZVPD" smiles="C/N=C/C1=N[C@@H]1C" de_lowest_kj_mol=250.2 spin_multiplicity=1 orbital_gap_ev=9.959 charge=0 e_lumo_ha=0.00942
C -0.6064 -0.1588 2.8121 -0.0609 -0.0335 0.2216 -0.45
N -0.1918 -0.0487 1.4362 -0.3583 0.1065 -0.2197 -0.32
C -1.0902 0.1692 0.5685 0.1859 -0.0306 0.1216 0.03
C -0.6414 0.3519 -0.8033 0.0038 0.1220 -0.3223 0.18
N -1.0081 0.5275 -1.9936 -0.0819 -0.0477 0.4644 -0.29
C 0.4857 0.5965 -1.6572 0.3239 0.0737 -0.0609 -0.12
C 1.3986 -0.4918 -2.1563 -0.0114 -0.0500 -0.0381 -0.63
H -1.6723 0.0625 2.9667 0.1182 -0.0557 0.0178 0.17
H 0.0009 0.5305 3.4066 -0.1025 -0.1120 -0.0262 0.22
H -0.3887 -1.1719 3.1643 -0.0167 0.1258 -0.0015 0.22
H -2.1590 0.2780 0.7979 0.1293 -0.0666 -0.0224 0.17
H 0.9050 1.6043 -1.6480 -0.0522 -0.1267 -0.1422 0.18
H 0.8975 -1.4638 -2.1153 0.0683 0.1248 -0.0168 0.21
H 1.6946 -0.2972 -3.1923 -0.0046 -0.0553 0.1130 0.21
H 2.3060 -0.5490 -1.5440 -0.1409 0.0255 -0.0882 0.22

---

[3]
8
Properties=species:S:1:pos:R:3:forces:R:3:nbo_charge:R:1 method="wB97M-V/def2-TZVPD" smiles="O=CN1CO1" de_lowest_kj_mol=424.0 spin_multiplicity=1 orbital_gap_ev=10.169 charge=0 e_lumo_ha=0.01184
O 2.4130 -0.0216 -0.4899 -2.0247 -1.3320 1.1550 -0.46
C 1.3832 -0.3485 0.0199 -1.8083 2.7010 -1.5700 0.55
N -0.0983 -0.1988 -0.8065 6.6034 -2.4241 -1.5433 -0.21
C -1.0428 0.3561 -0.0606 -2.4601 3.4407 3.2485 0.04
O -1.0126 -0.9966 -0.0243 -0.5706 -1.9411 -0.0120 -0.38
H 1.0397 -0.4759 1.0872 0.8283 -0.5876 -0.4894 0.13
H -0.9125 0.8338 0.9383 0.4157 -0.1223 -0.6326 0.15
H -1.7697 0.8516 -0.6640 -0.9837 0.2654 -0.1563 0.17

---

[4]
56
Properties=species:S:1:pos:R:3:forces:R:3:nbo_charge:R:1 method="wB97M-V/def2-TZVPD" spin_multiplicity=1 orbital_gap_ev="3.935 / 4.005" charge=+1 e_lumo_ha="-0.17720 / -0.17439"
Rh 0.8668 1.2124 -0.3285 -2.6811 0.4306 1.4481 0.55
O 1.7271 1.8236 1.6710 -0.9023 -0.6366 2.2432 -0.46
C 0.8308 1.0099 1.7479 3.1876 2.9059 -5.1048 0.59
C 0.1597 0.0569 2.4634 -2.5777 -2.4752 2.8202 -0.19
C 0.0394 0.0875 3.8847 0.5526 0.3265 -1.3664 -0.10
C -0.7763 -0.8156 4.5100 -0.5628 -0.7338 0.2582 -0.21
C -1.4854 -1.7878 3.7884 0.4536 0.6448 0.3000 -0.10
C -1.3791 -1.8523 2.4090 0.2252 -0.0042 -0.3256 -0.20
C -0.5711 -0.9494 1.7414 0.7130 1.2199 0.8538 -0.30
P -0.3259 -0.8279 -0.0297 0.0577 0.3333 -1.3137 1.03
C -1.5349 -1.9891 -0.7454 0.2252 0.2963 0.0862 -0.30
C -1.1682 -3.3276 -0.8649 0.0046 0.0303 0.0250 -0.22
C -2.0916 -4.2550 -1.3096 0.0184 -0.1536 -0.0188 -0.21
C -3.3779 -3.8600 -1.6400 0.0079 0.0377 0.0186 -0.16
C -3.7388 -2.5274 -1.5304 -0.0948 -0.0217 -0.0346 -0.20
C -2.8232 -1.5920 -1.0823 0.0150 0.1802 0.0029 -0.21
C 1.2819 -1.6081 -0.4184 -0.1561 0.3956 0.2432 -0.42
C 2.1811 -2.0460 0.5525 -0.0322 0.1005 -0.1060 -0.14
C 3.4297 -2.5033 0.1673 0.0914 -0.0403 0.0982 -0.22
C 3.7868 -2.5250 -1.1724 -0.0983 0.0260 -0.0126 -0.16
C 2.8886 -2.0997 -2.1430 0.0524 -0.1212 -0.0713 -0.22
C 1.6369 -1.6477 -1.7727 -0.1545 0.1027 0.0683 -0.19
H 0.5739 0.8410 4.4410 0.0331 0.1060 0.0913 0.24
H -0.8908 -0.7702 5.5838 0.0059 -0.0097 0.0302 0.24
H -2.1249 -2.4773 4.3125 -0.1154 -0.1058 0.0860 0.24
H -1.9315 -2.5928 1.8477 -0.0177 -0.0391 -0.0279 0.25
H -0.1666 -3.6399 -0.6080 0.0428 -0.0935 -0.0027 0.22
H -1.8032 -5.2904 -1.3996 0.0248 -0.1214 -0.0089 0.23
H -4.0972 -4.5888 -1.9816 -0.0420 -0.0533 -0.0466 0.23
H -4.7357 -2.2136 -1.7978 -0.0956 0.0413 -0.0134 0.23
H -3.1128 -0.5557 -1.0018 -0.0448 0.0816 0.0284 0.23
H 1.8932 -2.0369 1.5947 0.0806 0.0026 0.0857 0.22
H 4.1320 -2.8391 0.9145 0.0482 -0.0600 0.0762 0.23
H 4.7608 -2.8871 -1.4655 0.0867 0.0016 0.0019 0.23
H 3.1699 -2.1339 -3.1869 -0.0445 -0.0276 -0.0507 0.23
H 0.9133 -1.3274 -2.5157 0.1263 -0.0427 -0.0145 0.24
Br 1.5209 1.5869 -2.8667 0.2184 0.3189 -0.2921 0.14
C 3.4575 1.4124 -2.6929 0.0916 0.0536 0.1601 -0.52
Br 3.8916 1.2615 -0.8103 0.3038 -0.0179 -0.4525 0.10
H 3.9255 2.3068 -3.1043 -0.1732 -0.1423 0.1823 0.25
H 3.7825 0.5140 -3.2173 -0.1776 0.1430 0.1987 0.24
C 1.5334 4.6516 -0.3445 0.5206 -0.3654 0.0515 -0.64
C 0.0981 4.3518 -0.2462 -0.5469 2.2033 -0.0725 0.08
C -0.9832 5.2861 -0.1537 2.7079 -0.9442 -0.2967 -0.31
C -2.1241 4.5460 -0.0262 -0.3406 -2.8782 0.1497 -0.29
C -1.7181 3.1748 -0.0434 -1.7554 1.4886 0.1768 0.07
C -2.5622 1.9778 0.0575 0.1151 -0.4713 -0.1448 -0.62
N -0.3838 3.0950 -0.1956 0.7842 -2.1291 0.0153 -0.44
H 1.7068 5.7236 -0.3332 0.0624 0.0104 0.0106 0.24
H 1.9499 4.2345 -1.2648 0.2055 0.1096 -0.1112 0.19
H 2.0627 4.1851 0.4928 0.2201 0.2015 -0.0360 0.21
H -0.8850 6.3526 -0.1819 0.1476 0.2377 0.0059 0.22
H -3.1347 4.8914 0.0626 -0.2606 -0.0063 0.0288 0.22
H -3.6159 2.2386 0.0859 -0.0647 -0.0649 -0.0219 0.24
H -2.3084 1.4042 0.9545 -0.1838 -0.1634 0.1334 0.18
H -2.3491 1.3404 -0.8058 -0.3075 -0.1071 -0.0328 0.19

---

[5]
12
Properties=species:S:1:pos:R:3:forces:R:3:mulliken_spin:R:1 method="wB97M-V/def2-TZVPD" s2=0.770 de_lowest_kj_mol=305.0 spin_multiplicity=2 orbital_gap_ev="8.510 / 9.038" charge=+1 e_lumo_ha="-0.13182 / -0.15634"
C -4.5861 -0.0716 -0.2638 0.0605 -0.1968 -0.2853 -0.04
C -3.6843 0.2401 -1.1407 -0.3395 0.5770 0.2645 0.56
C -2.7676 0.8954 -1.9736 0.5003 -0.6366 -0.2714 0.04
O -1.5368 0.7126 -1.8981 -0.1351 0.1182 0.2000 0.33
Rb 1.7171 0.1715 -0.6093 -0.0945 0.0049 -0.0043 0.00
H -4.7270 0.5178 0.6493 0.0214 -0.1442 -0.2770 0.05
H -5.2416 -0.9356 -0.4252 0.2407 0.2115 0.1792 0.05
H -3.1767 1.5092 -2.7932 -0.0427 0.0240 0.3299 0.00
C 4.9703 -0.5062 1.4682 0.0249 -0.0245 0.0123 0.00
C 6.0370 -0.7698 2.1359 0.0736 -0.0076 0.0527 0.00
H 7.0273 -0.6272 1.6806 -0.3284 -0.0470 0.1459 0.00
H 5.9684 -1.1363 3.1700 0.0186 0.1211 -0.3463 0.00

---

Computed DFT total energy (eV) in order:
-25504.4052; -8292.4028; -7703.4482; -183262.4500; -7956.8367